Entry from the Open Molecules 2025 dataset: a 7-piece molecular cluster, C30H78ClN6O13 overall (ωB97M-V/def2-TZVPD).

HOMO-LUMO gap = 8.1861 eV
Energy above the lowest of the compared OMol25 structures with the same formula, charge and spin = 186.23 kJ/mol
Multiplicity = 1
Charge = -1

Each atom is followed by the atoms it is bonded to, with distances in Å.
Atoms and positions in Å:
1 Cl 0.85900 -0.59681 0.33033  O2 1.418, O3 1.453, O4 1.463, O5 1.429
2 O 1.02823 -1.91928 0.81310  Cl1 1.418
3 O 0.57457 -0.53438 -1.09328  Cl1 1.453
4 O -0.39348 -0.08360 0.88476  Cl1 1.463
5 O 1.93643 0.23844 0.75944  Cl1 1.429
6 C -0.90607 -5.51569 -5.49313  O7 1.453, H15 1.091, H16 1.091, H17 1.087
7 O -0.10773 -4.91620 -4.43730  C6 1.453, C8 1.400
8 C -0.04652 -3.52207 -4.54436  O7 1.400, C9 1.544, H18 1.096, H19 1.096
9 C 0.76233 -2.97449 -3.34855  C8 1.544, N10 1.443, H20 1.098, H21 1.089
10 N 2.12882 -3.43588 -3.31756  C9 1.443, C11 1.470, H22 1.011
11 C 2.80702 -2.93504 -2.11346  N10 1.470, C12 1.508, H23 1.095, H24 1.090
12 C 4.14016 -3.61357 -1.92358  C11 1.508, O13 1.399, H25 1.099, H26 1.096
13 O 4.02321 -5.00102 -1.79176  C12 1.399, C14 1.446
14 C 5.14116 -5.56652 -1.07027  O13 1.446, H27 1.091, H28 1.093, H29 1.086
15 H -0.69578 -5.10321 -6.48123  C6 1.091
16 H -1.93319 -5.28930 -5.20299  C6 1.091
17 H -0.66716 -6.57638 -5.49499  C6 1.087
18 H -1.06584 -3.12282 -4.49887  C8 1.096
19 H 0.43694 -3.19611 -5.47185  C8 1.096
20 H 0.13499 -3.34070 -2.52541  C9 1.098
21 H 0.66453 -1.89003 -3.33490  C9 1.089
22 H 2.24121 -4.44050 -3.30723  N10 1.011
23 H 2.18335 -3.22931 -1.26248  C11 1.095
24 H 2.91440 -1.85092 -2.13122  C11 1.090
25 H 4.49028 -3.09394 -1.02033  C12 1.099
26 H 4.87679 -3.23495 -2.64155  C12 1.096
27 H 5.06400 -5.14946 -0.06560  C14 1.091
28 H 6.06912 -5.18705 -1.50679  C14 1.093
29 H 5.13498 -6.64542 -1.19645  C14 1.086
30 C 7.56471 4.72460 0.85498  O31 1.398, H39 1.096, H40 1.093, H41 1.090
31 O 7.61989 4.08507 -0.38676  C30 1.398, C32 1.431
32 C 6.53748 4.34793 -1.28526  O31 1.431, C33 1.519, H42 1.093, H43 1.094
33 C 5.41725 3.34650 -1.06333  C32 1.519, N34 1.464, H44 1.095, H45 1.097
34 N 4.33822 3.43568 -2.04881  C33 1.464, C35 1.479, H46 1.013
35 C 3.20701 2.56962 -1.65072  N34 1.479, C36 1.476, H47 1.089, H48 1.095
36 C 2.14612 2.56341 -2.67717  C35 1.476, O37 1.417, H49 1.092, H50 1.097
37 O 2.34059 1.92385 -3.92646  C36 1.417, C38 1.409
38 C 2.55538 0.53217 -3.95896  O37 1.409, H51 1.090, H52 1.091, H53 1.096
39 H 6.76697 4.30034 1.47446  C30 1.096
40 H 7.35005 5.79209 0.76263  C30 1.093
41 H 8.53186 4.43638 1.26684  C30 1.090
42 H 6.97377 4.28508 -2.28561  C32 1.093
43 H 6.12232 5.35824 -1.35423  C32 1.094
44 H 4.92646 3.46832 -0.09222  C33 1.095
45 H 5.74208 2.30965 -0.91054  C33 1.097
46 H 4.66980 3.11224 -2.94963  N34 1.013
47 H 2.71770 2.88513 -0.73006  C35 1.089
48 H 3.57268 1.53993 -1.57323  C35 1.095
49 H 1.80747 3.55620 -2.98032  C36 1.092
50 H 1.24619 2.10018 -2.25438  C36 1.097
51 H 2.56939 0.24771 -5.01135  C38 1.090
52 H 1.79693 0.02903 -3.35705  C38 1.091
53 H 3.56950 0.25798 -3.64828  C38 1.096
54 C -0.35180 1.04018 4.03119  O55 1.434, H63 1.092, H64 1.092, H65 1.090
55 O -1.17246 2.20911 3.89861  C54 1.434, C56 1.406
56 C -2.33002 1.92231 3.15391  O55 1.406, C57 1.570, H66 1.097, H67 1.092
57 C -2.88806 3.37171 2.92281  C56 1.570, N58 1.468, H68 1.090, H69 1.094
58 N -4.12044 3.31644 2.12734  C57 1.468, C59 1.466, H70 1.014
59 C -4.56131 4.68251 1.83077  N58 1.466, C60 1.539, H71 1.088, H72 1.094
60 C -5.82547 4.63680 0.95505  C59 1.539, O61 1.428, H73 1.094, H74 1.093
61 O -6.64397 5.76934 1.24727  C60 1.428, C62 1.424
62 C -7.64797 6.03011 0.27140  O61 1.424, H75 1.086, H76 1.096, H77 1.092
63 H 0.02615 0.72560 3.05599  C54 1.092
64 H -0.83586 0.16422 4.46925  C54 1.092
65 H 0.42699 1.44141 4.67902  C54 1.090
66 H -3.09382 1.30909 3.64791  C56 1.097
67 H -2.10928 1.40811 2.21608  C56 1.092
68 H -2.06241 3.85321 2.39896  C57 1.090
69 H -3.11000 3.89751 3.85568  C57 1.094
70 H -4.76716 2.94893 2.81700  N58 1.014
71 H -3.80384 5.20803 1.25381  C59 1.088
72 H -4.88826 5.09910 2.78815  C59 1.094
73 H -6.48545 3.78686 1.15346  C60 1.094
74 H -5.47034 4.54352 -0.07490  C60 1.093
75 H -8.27531 6.87733 0.53418  C62 1.086
76 H -8.22077 5.09649 0.31853  C62 1.096
77 H -7.23631 6.10399 -0.73711  C62 1.092
78 C -4.13013 -1.96830 3.69577  C79 1.556, H84 1.094, H85 1.094, H86 1.090
79 C -3.98058 -1.51662 2.21481  C78 1.556, C80 1.494, N83 1.512, H87 1.089
80 C -3.49499 -2.59737 1.30399  C79 1.494, O81 1.431, H88 1.096, H89 1.095
81 O -3.13110 -1.98079 0.06468  C80 1.431, C82 1.445
82 C -2.31475 -2.84870 -0.75210  O81 1.445, H90 1.091, H91 1.092, H92 1.089
83 N -5.31861 -1.07123 1.67024  C79 1.512, H93 1.020, H94 1.020
84 H -3.18477 -2.35845 4.08496  C78 1.094
85 H -4.81167 -2.82411 3.69835  C78 1.094
86 H -4.44095 -1.24612 4.45035  C78 1.090
87 H -3.28795 -0.69291 2.38069  C79 1.089
88 H -4.25017 -3.37075 1.12586  C80 1.096
89 H -2.57546 -3.10590 1.61165  C80 1.095
90 H -2.91342 -3.53860 -1.34929  C82 1.091
91 H -1.60244 -3.38155 -0.11832  C82 1.092
92 H -1.76644 -2.11610 -1.34321  C82 1.089
93 H -5.70062 -0.43546 2.37059  N83 1.020
94 H -6.04264 -1.77207 1.82519  N83 1.020
95 C 1.32001 -2.13557 4.72801  C96 1.494, H101 1.092, H102 1.090, H103 1.091
96 C 1.81486 -2.17686 3.31881  C95 1.494, C97 1.520, N100 1.421, H104 1.098
97 C 3.32968 -2.30545 3.30413  C96 1.520, O98 1.424, H105 1.094, H106 1.096
98 O 3.88753 -1.14957 3.92010  C97 1.424, C99 1.403
99 C 5.24517 -1.35042 4.21222  O98 1.403, H107 1.095, H108 1.092, H109 1.091
100 N 1.19279 -3.27653 2.66906  C96 1.421, H110 1.016, H111 1.010
101 H 0.25027 -1.93028 4.65610  C95 1.092
102 H 1.77929 -1.34159 5.31729  C95 1.090
103 H 1.53846 -3.08838 5.21324  C95 1.091
104 H 1.58082 -1.21061 2.85381  C96 1.098
105 H 3.75395 -2.45443 2.30707  C97 1.094
106 H 3.65126 -3.10831 3.97801  C97 1.096
107 H 5.77974 -1.58307 3.28489  C99 1.095
108 H 5.32256 -2.10963 4.99346  C99 1.092
109 H 5.71577 -0.40709 4.49264  C99 1.091
110 H 1.50082 -3.20293 1.70335  N100 1.016
111 H 0.18319 -3.25613 2.63226  N100 1.010
112 C -2.00263 2.73323 -0.96112  C113 1.589, H118 1.091, H119 1.093, H120 1.092
113 C -3.23248 1.73938 -1.11981  C112 1.589, C114 1.536, N117 1.441, H121 1.092
114 C -2.91727 0.82598 -2.31373  C113 1.536, O115 1.407, H122 1.096, H123 1.096
115 O -3.98526 -0.08627 -2.39087  C114 1.407, C116 1.401
116 C -3.96552 -0.69350 -3.65283  O115 1.401, H124 1.095, H125 1.100, H126 1.091
117 N -3.39396 0.92604 0.05877  C113 1.441, H127 1.015, H128 1.017
118 H -1.56175 2.96398 -1.93244  C112 1.091
119 H -1.22575 2.25820 -0.35638  C112 1.093
120 H -2.23269 3.60716 -0.34758  C112 1.092
121 H -4.12186 2.31341 -1.38873  C113 1.092
122 H -1.96428 0.29626 -2.19780  C114 1.096
123 H -2.77315 1.43218 -3.21574  C114 1.096
124 H -3.04847 -1.18578 -3.99174  C116 1.095
125 H -4.13400 0.04740 -4.44758  C116 1.100
126 H -4.80619 -1.36675 -3.82927  C116 1.091
127 H -3.53405 1.57288 0.82881  N117 1.015
128 H -2.43860 0.60509 0.19799  N117 1.017

Mulliken population analysis, charges in e, atoms 1 to 2: Cl 0.8105; O -0.3736